Here is a molecular structure, C14H23GeN4STc in a non-equilibrium geometry from the Open Molecules 2025 dataset. Energies are from the ωB97M-V functional and the def2-TZVPD basis.

Results
* LUMO (alpha / beta): -4.08 / -3.80 eV
* <S²>: 1.181
* charge: +1
* frontier orbital gap (alpha / beta): 7.00 / 6.04 eV
* highest occupied orbital energy (alpha / beta): -0.4073 / -0.3615 Eh
* spin multiplicity: 2

Geometry (Å):
Tc (0.3352, -1.3964, 0.7711)
C (2.8625, 1.3233, -4.2958)
C (2.4718, 2.0062, -2.9903)
N (2.7884, 1.2585, -1.7862)
C (1.9628, 0.3632, -1.2386)
S (2.3290, -0.0019, 0.5568)
N (0.9107, -0.0864, -1.8048)
N (0.0738, -0.8947, -1.1510)
C (-1.1311, -1.2016, -1.6672)
C (-1.6279, -0.6203, -2.9472)
C (-1.8996, -2.0532, -0.8531)
C (-3.1660, -2.5609, -1.2190)
C (-3.8324, -3.4092, -0.3806)
C (-3.2346, -3.7632, 0.8491)
C (-2.0137, -3.2363, 1.1731)
N (-1.3351, -2.3851, 0.3796)
H (2.6481, 2.0098, -5.1114)
H (2.2939, 0.4098, -4.4486)
H (3.9210, 1.0860, -4.3174)
H (1.3936, 2.1778, -2.9885)
H (2.9827, 2.9695, -2.9090)
H (3.6845, 1.4142, -1.3484)
H (-0.8990, 0.0871, -3.3250)
H (-2.5747, -0.1084, -2.7774)
H (-1.7957, -1.3865, -3.7017)
H (-3.5796, -2.2695, -2.1711)
H (-4.7972, -3.8138, -0.6465)
H (-3.7333, -4.4316, 1.5318)
H (-1.5259, -3.4972, 2.1104)
C (0.8974, 3.3531, 2.9115)
Ge (0.5394, 1.3952, 2.9937)
C (-1.3663, 0.8552, 3.1933)
C (1.7202, 0.3976, 4.2374)
C (0.7804, 0.6383, 1.1555)
H (0.6696, 3.8185, 3.8654)
H (0.2840, 3.8253, 2.1479)
H (1.9469, 3.5387, 2.6940)
H (-1.7963, 1.1267, 4.1522)
H (-1.4291, -0.2310, 3.0795)
H (-1.9674, 1.3152, 2.4114)
H (1.5279, 0.6922, 5.2660)
H (2.7651, 0.6029, 4.0230)
H (1.5379, -0.6716, 4.1407)
H (0.3780, 1.3547, 0.4355)

***

Here is a molecular structure, C14H23MoN2PSe in a non-equilibrium geometry from the Open Molecules 2025 dataset. Energies are from the ωB97M-V functional and the def2-TZVPD basis.

Results
* LUMO (alpha / beta): -9.52 / -8.74 eV
* <S²>: 2.088
* charge: +2
* frontier orbital gap (alpha / beta): 5.40 / 6.47 eV
* highest occupied orbital energy (alpha / beta): -0.5483 / -0.5590 Eh
* spin multiplicity: 3

Geometry (Å):
C (3.7024, -0.8937, 0.2995)
C (3.2987, 0.4091, -0.0130)
C (1.9951, 0.8728, 0.2578)
C (1.0624, -0.0008, 0.8833)
C (1.4649, -1.3483, 1.1275)
C (2.7725, -1.7822, 0.8485)
C (1.6232, 2.2667, -0.2132)
C (0.2028, 2.3242, -0.8021)
N (0.1764, 2.1911, -2.2570)
Mo (-0.8941, 0.4547, 1.3219)
C (0.4108, -2.3449, 1.5773)
P (-1.1286, -1.7954, 0.6893)
H (4.0077, 1.0947, -0.4928)
H (3.0524, -2.8231, 1.0494)
H (4.7246, -1.2230, 0.0841)
H (0.1914, -2.2653, 2.6592)
H (0.6947, -3.3896, 1.3545)
H (1.6617, 2.9835, 0.6202)
H (2.3656, 2.5927, -0.9624)
H (-0.4502, 1.5686, -0.2953)
C (-2.4875, -2.8893, 1.2900)
C (-0.8486, -2.3431, -1.0489)
H (-0.2147, 3.3220, -0.5596)
C (0.4002, 0.8300, -2.7221)
C (-1.0315, 2.7671, -2.8270)
H (-2.5252, 0.6624, 2.0722)
H (0.4249, 0.8156, -3.8258)
H (1.3712, 0.4565, -2.3576)
H (-0.3922, 0.1143, -2.3867)
H (-0.9783, 2.7312, -3.9297)
H (-1.9677, 2.2398, -2.5140)
H (-1.1173, 3.8234, -2.5172)
H (-0.7079, -3.4364, -1.1146)
H (-1.7076, -2.0425, -1.6720)
H (0.0538, -1.8296, -1.4197)
H (-2.2408, -3.9552, 1.1395)
H (-2.6500, -2.7004, 2.3643)
H (-3.4190, -2.6541, 0.7475)
H (-2.6178, 0.9864, 1.3057)
Se (-3.6258, 1.8440, 5.3606)
C (-2.6806, 1.3633, 3.9632)
N (-1.9717, 1.0028, 2.9151)

***

Here is a single C14H23N molecule from the Open Molecules 2025 dataset. Energies are from the ωB97M-V functional and the def2-TZVPD basis.

Results
* LUMO: 0.94 eV
* charge: 0
* frontier orbital gap: 8.50 eV
* SMILES: CCCCCCCNc1cccc(C)c1
* highest occupied orbital energy: -0.2778 Eh

Geometry (Å):
C (-3.6961, -2.0674, 0.1360)
C (-3.7795, -0.6500, -0.4178)
C (-3.5105, 0.4251, 0.6362)
C (-2.1179, 0.3761, 1.2696)
C (-0.9527, 0.5009, 0.2871)
C (-0.9460, 1.8244, -0.4739)
C (0.3061, 1.9945, -1.3476)
N (1.5285, 2.1239, -0.5943)
C (2.2928, 1.0717, -0.1340)
C (3.1273, 1.2798, 0.9686)
C (3.9639, 0.2789, 1.4174)
C (3.9892, -0.9515, 0.7860)
C (3.1731, -1.1802, -0.3157)
C (3.1918, -2.5161, -0.9982)
C (2.3379, -0.1726, -0.7667)
H (-3.9958, -2.7870, -0.6228)
H (-2.6827, -2.3068, 0.4472)
H (-4.3560, -2.1799, 0.9939)
H (-3.0775, -0.5413, -1.2462)
H (-4.7828, -0.4865, -0.8200)
H (-4.2483, 0.3202, 1.4361)
H (-3.6652, 1.4061, 0.1820)
H (-2.0494, 1.1881, 1.9988)
H (-2.0072, -0.5600, 1.8196)
H (-0.0224, 0.4111, 0.8533)
H (-0.9769, -0.3257, -0.4247)
H (-1.8216, 1.8869, -1.1219)
H (-0.9971, 2.6524, 0.2389)
H (0.3949, 1.1499, -2.0308)
H (0.1959, 2.9025, -1.9519)
H (1.5227, 2.9161, 0.0337)
H (3.1124, 2.2390, 1.4686)
H (4.5994, 0.4594, 2.2726)
H (4.6416, -1.7343, 1.1437)
H (4.2156, -2.8397, -1.1771)
H (2.7113, -3.2657, -0.3688)
H (2.6653, -2.4787, -1.9489)
H (1.7158, -0.3637, -1.6279)

***

Here is a molecular structure, C14H23N2OPZr in a non-equilibrium geometry from the Open Molecules 2025 dataset. Energies are from the ωB97M-V functional and the def2-TZVPD basis.

Results
* LUMO: -10.13 eV
* charge: +2
* frontier orbital gap: 5.51 eV
* highest occupied orbital energy: -0.5747 Eh

Geometry (Å):
C (-2.7545, 0.2094, -2.6956)
C (-2.5568, -0.9991, -2.0504)
C (-1.8163, -1.0714, -0.8584)
C (-1.2675, 0.0790, -0.3081)
C (-1.4492, 1.2900, -0.9746)
C (-2.2359, 1.3610, -2.1232)
C (-1.6845, -2.4222, -0.1723)
C (-0.2655, -2.9739, 0.0158)
N (0.7867, -1.8898, 0.2720)
Zr (0.0138, -0.2404, 1.6603)
C (-0.7726, 2.5121, -0.4478)
P (0.7683, 1.9231, 0.4464)
H (-2.9959, -1.9403, -2.3931)
H (-2.4040, 2.3503, -2.5359)
H (-3.3499, 0.2538, -3.6125)
H (-1.3611, 3.0743, 0.2818)
H (-0.5227, 3.2377, -1.2307)
H (-2.2044, -2.4178, 0.8067)
H (-2.2104, -3.1607, -0.7904)
H (-0.2242, -3.7143, 0.8336)
C (1.4418, 3.3958, 1.1808)
C (1.7140, 2.0296, -1.1632)
H (0.0635, -3.5217, -0.8845)
C (1.3354, -1.4715, -1.0661)
C (1.9083, -2.5384, 1.0205)
H (-0.3134, 1.5581, 1.9406)
H (1.7783, -2.3716, -1.5391)
H (0.5447, -1.0625, -1.7145)
H (2.1056, -0.7036, -0.9138)
H (2.4053, -3.2738, 0.3571)
H (2.6300, -1.7652, 1.3170)
H (1.5205, -3.0523, 1.9174)
H (1.7056, 3.0714, -1.5170)
H (2.7609, 1.7357, -1.0686)
H (1.2831, 1.4485, -1.9842)
H (1.5321, 4.2219, 0.4732)
H (0.7906, 3.6871, 1.9961)
H (2.4244, 3.1573, 1.5751)
H (1.6232, 0.5918, 1.2124)
O (-0.1603, -0.0392, 6.0961)
C (-0.2795, -0.2223, 4.9299)
N (-0.3074, -0.3359, 3.7112)